1.
21
Properties=species:S:1:pos:R:3:forces:R:3 method="wB97M-V/def2-TZVPD" orbital_gap_ev=11.496 charge=+1
C 1.504 -0.436 1.055 -0.1 0.5 1.1
C 0.215 -0.827 1.760 0.1 -0.6 -0.3
C -1.008 -0.685 0.892 -0.4 0.2 -0.3
N -2.186 -0.858 1.502 0.0 -0.2 0.2
O -0.911 -0.433 -0.306 0.1 0.1 0.0
N 1.366 0.869 0.361 0.4 0.0 -0.3
H 1.833 -1.149 0.336 -0.1 -0.6 -0.6
H 2.283 -0.367 1.812 0.2 0.2 -0.1
H 0.280 -1.897 1.939 0.1 -0.3 0.2
H 0.090 -0.385 2.744 0.0 0.3 0.0
H -2.225 -1.185 2.452 -0.1 0.1 0.0
H -3.041 -0.862 0.967 0.1 0.0 -0.1
H 1.321 1.662 0.998 -0.2 0.0 0.0
H 0.532 0.852 -0.259 -0.1 0.2 0.1
H 2.141 1.045 -0.281 0.0 0.1 0.1
H -0.303 -0.942 -3.287 0.0 0.0 -0.1
H -1.535 -0.201 -2.769 0.0 -0.1 0.0
O -0.768 -0.100 -3.349 0.0 0.1 0.2
H 0.047 1.226 -2.444 0.3 0.1 0.0
H -0.096 2.709 -2.186 0.2 0.2 0.1
O 0.463 1.964 -1.937 -0.5 -0.3 -0.1

2.
135
Properties=species:S:1:pos:R:3:forces:R:3 method="wB97M-V/def2-TZVPD" spin_multiplicity=5 orbital_gap_ev="4.831 / 7.248" charge=-1
Ir -0.443 0.374 0.279 0.0 -0.7 0.9
C 0.341 2.931 -6.080 -0.1 -0.1 0.0
C -0.720 1.821 -6.050 -0.1 0.1 -0.1
C -0.375 0.746 -7.089 0.0 0.1 0.2
C -2.076 2.417 -6.436 0.2 -0.1 0.1
C -0.733 1.232 -4.650 -0.1 -0.2 0.2
C 0.326 0.398 -4.212 -0.1 0.0 0.0
C 0.343 -0.024 -2.901 0.5 -0.2 -0.3
N -0.569 0.298 -2.000 -0.3 0.3 0.8
C -1.663 1.023 -2.410 0.1 -0.1 0.2
C -1.718 1.512 -3.738 -0.1 0.0 -0.1
C -2.674 1.225 -1.436 0.3 -0.1 0.0
C -4.014 1.537 -1.764 -0.3 0.2 0.1
C -4.999 1.616 -0.815 0.3 0.0 -0.2
C -4.592 1.435 0.535 0.1 0.0 -0.1
C -3.286 1.116 0.809 -0.2 0.0 0.3
N -2.330 0.975 -0.115 -0.2 0.0 -0.5
C -6.473 1.745 -1.166 -0.2 0.0 -0.1
C -7.127 0.398 -0.816 0.0 0.1 0.0
C -6.700 2.034 -2.653 0.1 -0.1 0.3
C -7.147 2.863 -0.359 0.2 -0.1 -0.1
H 0.351 3.425 -7.050 0.0 0.1 -0.1
H 1.330 2.523 -5.888 0.1 0.0 0.0
H 0.124 3.672 -5.314 0.0 0.1 0.1
H -0.407 1.178 -8.089 0.0 0.0 -0.1
H -1.094 -0.070 -7.039 0.0 -0.1 0.0
H 0.620 0.340 -6.929 0.1 -0.1 0.0
H -2.055 2.729 -7.478 0.0 0.1 -0.1
H -2.312 3.288 -5.830 -0.1 0.1 0.1
H -2.864 1.676 -6.317 -0.1 0.0 0.0
H 1.129 0.103 -4.869 0.1 -0.1 0.0
H 1.142 -0.664 -2.543 0.0 0.1 0.0
H -2.544 2.150 -4.003 -0.1 0.1 -0.1
H -4.248 1.651 -2.809 0.0 0.0 -0.1
H -5.288 1.518 1.354 0.0 0.0 0.1
H -2.987 0.951 1.836 0.1 0.0 -0.1
H -6.589 -0.410 -1.308 0.0 -0.1 -0.1
H -8.170 0.370 -1.132 -0.1 0.0 0.0
H -7.082 0.227 0.257 0.0 -0.1 0.1
H -6.332 1.216 -3.267 0.0 -0.1 -0.1
H -6.196 2.953 -2.948 0.0 0.1 -0.1
H -7.766 2.149 -2.847 -0.1 0.0 0.0
H -7.070 2.679 0.709 0.0 0.0 0.1
H -8.205 2.927 -0.620 -0.1 0.0 0.0
H -6.683 3.823 -0.574 0.0 0.1 0.0
N 0.119 2.524 1.349 0.0 0.2 -0.2
C 0.532 2.081 2.685 0.1 0.0 0.3
C 1.975 1.604 2.683 -0.2 -0.3 -0.3
C 2.390 0.447 1.739 0.2 0.7 1.2
O 3.503 -0.019 1.956 0.2 -0.1 0.2
O 1.662 0.082 0.771 -1.1 -0.5 -0.9
H 0.865 3.062 0.916 -0.1 0.0 0.0
H -0.712 3.103 1.406 0.1 -0.1 -0.1
H -0.143 1.272 2.990 0.1 0.1 0.0
H 0.444 2.897 3.422 0.0 -0.2 -0.1
H 2.263 1.293 3.689 0.0 0.1 -0.1
H 2.624 2.444 2.400 0.0 -0.1 0.1
C -1.082 -1.177 1.272 0.5 1.1 -0.8
Ge -1.823 -1.729 2.917 -0.3 -0.4 0.7
C -0.535 -2.443 4.271 -0.4 0.2 -0.6
C 0.819 -2.152 4.190 0.0 0.1 -0.2
C 1.684 -2.500 5.213 0.2 0.0 0.1
C 1.205 -3.168 6.328 0.1 0.0 0.1
C -0.144 -3.467 6.421 0.0 -0.1 0.2
C -1.003 -3.095 5.403 -0.2 -0.1 0.0
C -2.738 -0.338 4.071 0.3 -0.3 -0.6
C -1.987 0.445 4.941 0.2 -0.2 0.0
C -2.557 1.487 5.649 0.0 0.2 0.2
C -3.905 1.771 5.494 0.0 0.1 0.0
C -4.671 1.000 4.635 -0.2 0.1 0.1
C -4.089 -0.041 3.935 0.0 -0.2 -0.1
C -3.258 -3.079 2.504 0.6 0.4 0.1
C -3.293 -4.384 2.978 0.1 0.0 0.2
C -4.322 -5.244 2.626 -0.1 -0.2 0.1
C -5.348 -4.804 1.806 0.0 -0.1 -0.1
C -5.311 -3.513 1.304 -0.2 0.0 -0.1
C -4.264 -2.673 1.633 0.1 0.2 0.0
H 1.196 -1.638 3.317 0.1 0.1 -0.2
H 2.734 -2.248 5.140 0.1 0.0 -0.1
H 1.878 -3.449 7.126 0.1 0.0 0.0
H -0.527 -3.980 7.296 0.0 0.0 0.0
H -2.062 -3.302 5.490 -0.1 0.0 0.1
H -0.935 0.225 5.078 0.1 0.0 0.0
H -1.955 2.082 6.327 0.0 0.0 0.0
H -4.355 2.587 6.041 0.0 0.1 0.0
H -5.726 1.212 4.513 0.0 0.0 0.0
H -4.693 -0.642 3.270 -0.1 0.0 -0.1
H -2.506 -4.741 3.632 0.0 0.0 0.0
H -4.330 -6.263 2.995 0.0 0.0 0.0
H -6.163 -5.467 1.542 0.0 0.0 0.0
H -6.099 -3.161 0.651 0.0 0.0 -0.1
H -4.206 -1.684 1.196 -0.1 0.1 -0.1
C 4.907 1.245 -3.527 0.1 0.1 0.0
C 5.834 0.100 -3.255 0.0 0.1 -0.1
C 6.977 -0.055 -4.026 0.1 0.1 -0.1
C 7.839 -1.118 -3.825 0.1 -0.1 0.0
C 7.535 -2.061 -2.862 0.2 -0.1 -0.1
C 6.396 -1.908 -2.089 0.1 -0.2 0.2
C 5.553 -0.819 -2.243 -0.4 -0.1 0.3
Sb 3.686 -0.641 -1.107 0.4 0.0 -0.3
C 4.090 -2.245 0.309 0.0 0.5 -0.4
C 5.297 -2.456 0.952 0.1 0.0 0.1
C 5.463 -3.527 1.816 0.2 0.0 0.1
C 4.406 -4.383 2.060 0.0 -0.1 0.1
C 3.202 -4.182 1.410 0.0 -0.1 0.1
C 3.031 -3.130 0.517 -0.1 -0.2 0.0
C 1.719 -2.997 -0.192 -0.2 0.1 0.0
C 4.079 1.409 -0.439 -0.1 -0.6 -0.1
C 3.067 2.263 -0.846 -0.2 0.0 -0.1
C 3.060 3.600 -0.487 -0.1 0.3 0.0
C 4.083 4.095 0.305 -0.1 0.1 0.1
C 5.107 3.250 0.698 0.1 0.1 0.0
C 5.132 1.913 0.311 0.2 0.1 0.1
C 6.265 1.029 0.714 0.0 0.0 0.1
H 5.121 1.703 -4.491 0.0 0.0 -0.1
H 5.002 2.004 -2.752 -0.1 0.1 -0.1
H 3.872 0.899 -3.521 -0.1 0.1 0.0
H 7.203 0.667 -4.800 0.0 0.1 -0.1
H 8.726 -1.224 -4.436 0.0 0.0 0.0
H 8.174 -2.922 -2.719 0.1 0.0 0.0
H 6.158 -2.656 -1.345 0.1 -0.1 0.0
H 6.127 -1.784 0.786 0.0 0.0 0.0
H 6.421 -3.698 2.290 0.0 0.1 0.1
H 4.517 -5.211 2.748 0.0 0.0 0.0
H 2.380 -4.862 1.595 -0.1 0.0 0.0
H 1.060 -3.826 0.061 0.0 0.0 0.0
H 1.859 -2.979 -1.276 -0.1 -0.1 0.0
H 1.213 -2.072 0.096 0.0 -0.1 -0.1
H 2.267 1.872 -1.462 -0.2 0.0 0.0
H 2.260 4.253 -0.820 0.0 0.0 0.0
H 4.079 5.129 0.631 0.0 0.0 0.0
H 5.901 3.632 1.327 0.1 0.0 0.0
H 7.087 1.606 1.135 0.1 0.0 0.0
H 6.620 0.467 -0.152 0.1 0.0 0.1
H 5.902 0.327 1.463 0.0 -0.1 0.1

3.
15
Properties=species:S:1:pos:R:3:forces:R:3 method="wB97M-V/def2-TZVPD" smiles="NC(=O)NCCO" orbital_gap_ev=10.347 charge=0
N 0.310 -2.032 1.523 0.0 0.1 -0.3
C 0.797 -1.749 0.282 -0.2 0.3 0.0
O 1.823 -2.191 -0.178 0.0 -0.2 0.0
N -0.058 -0.829 -0.408 0.1 -0.2 -0.4
C 0.306 0.573 -0.174 -0.1 0.2 -0.2
C -0.806 1.493 -0.660 -0.1 -0.6 0.1
O -0.431 2.814 -0.343 0.1 0.3 0.1
H -0.674 -1.863 1.652 0.1 -0.1 0.2
H 0.796 -2.721 2.069 -0.1 0.0 0.0
H 0.019 -1.049 -1.399 0.1 0.1 0.2
H 0.468 0.701 0.892 -0.1 0.1 0.1
H 1.230 0.879 -0.684 0.0 -0.2 0.1
H -1.750 1.195 -0.186 0.1 0.1 0.0
H -0.923 1.354 -1.741 0.0 0.1 -0.1
H -1.108 3.426 -0.644 0.0 -0.1 0.0

4.
122
Properties=species:S:1:pos:R:3:forces:R:3 method="wB97M-V/def2-TZVPD" spin_multiplicity=6 orbital_gap_ev="7.764 / 5.991" charge=+1
Ru 0.643 -0.456 -0.026 0.7 0.2 -0.1
O 1.719 0.478 4.249 0.2 -0.2 -0.2
C 1.021 1.624 4.375 -0.4 0.4 0.0
C 0.990 2.211 5.640 0.1 -0.1 -0.1
C 0.267 3.364 5.865 0.0 0.0 0.0
C -0.426 3.966 4.823 -0.1 0.2 0.1
C -0.387 3.396 3.565 0.1 0.0 0.0
C 0.318 2.220 3.318 0.4 -0.2 -0.1
C 0.211 1.640 1.914 -0.3 0.5 0.2
O 1.193 0.763 1.489 -0.2 -0.6 -0.3
N -1.093 0.942 1.861 0.0 -0.2 -0.1
N -1.270 0.131 0.816 0.1 0.5 0.0
C -2.514 0.034 0.300 -0.6 -0.3 -0.5
C -2.883 -0.909 -0.576 -0.1 0.1 0.5
Br 0.088 -1.860 -1.870 0.0 -0.1 -0.2
C -3.440 -1.987 -1.051 0.1 -0.1 0.0
C -4.092 -2.953 -0.122 -0.1 0.1 0.0
C -3.847 -4.319 -0.225 0.0 0.1 -0.1
C -4.455 -5.198 0.658 0.0 -0.1 -0.1
C -5.319 -4.726 1.635 0.0 0.0 0.0
C -5.572 -3.365 1.735 0.0 0.1 0.0
C -4.955 -2.481 0.865 0.1 -0.1 0.0
H 1.823 0.290 3.303 0.2 -0.1 0.0
H 1.556 1.728 6.426 0.0 0.0 0.0
H 0.253 3.807 6.852 0.0 0.0 0.0
H -0.980 4.879 4.992 0.0 0.0 0.0
H -0.910 3.878 2.744 0.0 0.0 0.0
H 0.163 2.490 1.210 0.0 -0.2 0.0
H -1.900 1.476 2.166 0.0 0.0 0.1
H -3.241 0.790 0.597 0.0 0.1 0.0
H -3.419 -2.242 -2.107 0.0 0.1 0.0
H -3.169 -4.683 -0.988 0.0 0.0 0.0
H -4.262 -6.260 0.578 0.0 0.0 0.0
H -5.799 -5.418 2.315 0.0 0.0 0.0
H -6.254 -2.986 2.485 0.0 0.0 0.0
H -5.154 -1.419 0.931 0.0 0.0 0.0
C 2.602 -0.376 -0.706 -0.9 0.1 0.4
Si 3.083 -1.805 0.452 1.0 -1.0 0.2
C 1.722 -3.115 0.971 0.2 0.6 -0.1
N 0.444 -2.551 1.420 -0.1 0.7 -0.4
C -0.738 -3.347 1.064 -0.2 -0.4 0.2
C -0.926 -4.581 1.952 0.1 0.1 0.0
C -0.772 -4.236 3.447 -0.1 0.1 0.0
C -0.714 -2.725 3.648 0.1 -0.2 -0.1
C 0.432 -2.123 2.841 -0.2 0.1 0.2
C 4.284 -2.895 -0.516 -0.1 0.3 0.3
C 3.872 -3.664 -1.605 0.0 0.0 0.0
C 4.780 -4.452 -2.294 0.0 0.0 -0.1
C 6.115 -4.476 -1.912 0.0 0.0 0.0
C 6.536 -3.715 -0.832 0.1 0.0 0.0
C 5.627 -2.927 -0.140 0.0 0.0 0.0
C 3.936 -1.104 1.976 -0.2 0.1 -0.3
C 4.317 -1.959 3.013 -0.1 -0.1 -0.1
C 5.033 -1.488 4.101 0.0 0.0 0.1
C 5.393 -0.150 4.171 0.0 0.0 0.0
C 5.030 0.714 3.151 0.0 0.0 0.0
C 4.310 0.239 2.065 0.0 0.0 0.0
H 2.720 -0.579 -1.764 -0.1 -0.2 0.0
H 3.042 0.583 -0.449 0.0 0.0 0.1
H 2.174 -3.755 1.740 0.0 0.0 0.0
H 1.545 -3.736 0.092 0.0 0.0 0.0
H -0.654 -3.656 0.025 0.0 0.1 0.0
H -1.614 -2.701 1.143 0.0 0.0 0.0
H -0.210 -5.353 1.662 0.0 0.0 0.0
H -1.922 -4.976 1.748 0.1 0.0 0.0
H 0.143 -4.683 3.845 0.0 0.0 0.0
H -1.601 -4.653 4.019 0.0 0.0 0.0
H -0.542 -2.484 4.698 0.0 0.1 0.0
H -1.668 -2.270 3.368 0.0 0.0 0.0
H 1.378 -2.404 3.311 0.1 0.0 -0.1
H 0.364 -1.039 2.896 0.0 -0.1 0.0
H 2.835 -3.649 -1.925 0.0 0.0 0.0
H 4.453 -5.045 -3.139 0.0 0.0 0.0
H 6.823 -5.081 -2.462 0.0 0.0 0.0
H 7.576 -3.724 -0.531 0.0 0.0 0.0
H 5.964 -2.339 0.705 0.0 0.0 0.0
H 4.062 -3.013 2.963 0.0 0.0 0.1
H 5.318 -2.165 4.897 0.0 0.0 0.0
H 5.954 0.216 5.021 0.0 0.0 0.0
H 5.300 1.761 3.199 0.0 0.0 0.0
H 4.029 0.939 1.290 0.0 0.0 0.0
O 0.053 1.457 -1.513 0.3 -0.3 0.4
P -0.750 2.316 -2.428 -0.6 0.1 -0.1
N -2.233 2.679 -1.764 0.4 0.2 -0.1
C -3.531 2.676 -2.443 -0.1 -0.1 -0.1
C -4.472 3.332 -1.433 0.1 0.0 0.0
C -3.568 4.323 -0.697 0.0 -0.1 0.0
C -2.245 3.568 -0.592 -0.1 -0.1 0.1
N -1.051 1.655 -3.912 0.0 0.1 0.4
C -1.742 0.377 -4.106 0.0 -0.1 0.0
C -2.330 0.515 -5.502 0.1 0.0 0.0
C -1.198 1.236 -6.239 -0.1 0.0 0.1
C -0.690 2.249 -5.207 0.0 0.2 -0.1
N 0.009 3.761 -2.641 0.1 -0.3 -0.2
C -0.631 4.927 -3.258 0.0 0.1 0.1
C 0.416 5.458 -4.232 0.1 0.0 0.1
C 1.735 5.147 -3.515 -0.1 0.0 0.0
C 1.476 3.821 -2.789 0.0 0.0 0.1
H -3.844 1.656 -2.676 0.0 0.1 0.0
H -3.506 3.243 -3.381 0.0 0.0 0.0
H -4.853 2.578 -0.740 0.0 0.0 0.0
H -5.322 3.809 -1.916 0.0 0.0 0.0
H -3.959 4.604 0.280 0.0 0.1 0.0
H -3.440 5.229 -1.292 0.0 0.0 0.0
H -2.207 2.984 0.334 0.0 0.0 0.0
H -1.372 4.224 -0.592 0.0 0.0 0.0
H -2.480 0.213 -3.318 0.0 -0.1 0.0
H -1.031 -0.452 -4.082 0.0 0.0 0.1
H -3.226 1.140 -5.481 0.0 0.0 0.0
H -2.575 -0.450 -5.943 -0.1 0.0 0.0
H -1.526 1.727 -7.152 0.0 0.0 0.0
H -0.410 0.525 -6.489 0.0 0.0 0.0
H -1.188 3.213 -5.345 0.0 0.0 0.0
H 0.387 2.411 -5.297 0.0 0.0 0.0
H -0.843 5.682 -2.491 -0.1 0.0 0.0
H -1.575 4.659 -3.736 0.0 0.0 0.0
H 0.292 6.522 -4.428 0.0 0.0 0.0
H 0.363 4.926 -5.183 0.0 0.0 0.0
H 1.958 5.928 -2.788 0.0 0.0 0.0
H 2.575 5.070 -4.203 0.0 0.1 0.0
H 1.952 3.792 -1.808 0.0 0.0 0.0
H 1.843 2.963 -3.360 0.0 0.0 0.0